Record 1
C6H10N | ωB97M-V with the def2-TZVPD basis set

Element x y z (Å)
1 H -0.06648 2.62777 -0.91661
2 H -0.70576 -2.67555 -0.84633
3 H -1.40099 -0.03034 1.90014
4 C -0.29981 -0.59761 -1.12045
5 C 0.16372 0.57359 -0.52158
6 C -0.55322 -1.71683 -0.36825
7 H 1.42082 0.20102 1.14041
8 C 0.37677 0.51662 0.97766
9 H 0.36968 -2.27668 1.36801
10 H -0.38190 -0.63741 -2.19727
11 H 0.28568 1.51129 1.41936
12 C -0.54659 -1.70694 1.10559
13 H 1.55382 2.04450 -1.07131
14 N -0.47894 -0.41128 1.72787
15 H -1.37377 -2.29033 1.51876
16 C 0.51257 1.76967 -1.26847
17 H 0.36245 1.65280 -2.33918

Calculated values
LUMO level, eV: -6.31
Orbital gap, eV: 7.6
Charge: +1

Formally, the Mulliken partial charges of the atoms, in units of the elementary charge, are as follows: 0.366 0.442 0.323 -0.651 1.192 -0.094 0.348 -0.865 0.352 0.388 0.457 -0.921 0.361 -0.276 0.481 -1.280 0.377



Record 2
C6H10N | ωB97M-V with the def2-TZVPD basis set

Element x y z (Å)
1 C 1.14484 -0.09165 -0.57237
2 C -1.33696 2.89666 -0.95789
3 H 1.99611 0.51016 -0.26880
4 H -0.17466 -2.29326 1.29069
5 C -0.17705 0.67950 -0.15088
6 H -1.69208 3.77449 -0.42674
7 H 1.29674 -2.34407 -0.53856
8 H 0.67256 -1.05861 1.79913
9 H -1.96276 2.59250 -1.83546
10 H 1.00332 -0.12777 -1.66590
11 N 0.20784 -1.42447 1.01988
12 H -1.61233 -1.07377 0.01550
13 H -1.54582 -0.26156 1.49254
14 C -0.79506 1.84804 -0.44085
15 H 2.41710 -1.62755 0.62277
16 C -0.81409 -0.46617 0.57319
17 C 1.37229 -1.53246 0.04376

Calculated values
LUMO level, eV: -3.40
Orbital gap, eV: 9.8
SMILES string: C=C=C1CC[NH2+]C1
Charge: +1

Formally, the Mulliken partial charges of the atoms, in units of the elementary charge, are as follows: -0.450 -0.840 0.374 0.325 0.418 0.317 0.348 0.357 0.245 0.317 -0.055 0.287 0.391 -0.156 0.290 -0.498 -0.670



Record 3
C6H10N | ωB97M-V with the def2-TZVPD basis set

Element x y z (Å)
1 H -1.55220 -0.67190 1.18436
2 H 0.41464 1.82704 1.49190
3 H 1.11194 -0.47815 -3.55671
4 C 0.87006 -0.24483 -2.54279
5 N -1.37858 1.10375 0.17008
6 C 1.20540 -1.20249 0.99300
7 H 2.23297 -0.94942 0.96024
8 C 0.37992 -0.24675 0.07438
9 H 1.03605 -2.13633 0.57283
10 H 0.55737 1.88676 -0.40897
11 H -1.60970 -1.17668 -0.48807
12 C 0.09516 1.32105 0.41875
13 H 0.93825 -1.25081 2.12260
14 H -1.99213 1.42032 0.98128
15 H -1.72914 1.55630 -0.74460
16 C 0.63541 -0.39112 -1.37478
17 C -1.21543 -0.36673 0.14649

Calculated values
LUMO level, eV: -3.62
Orbital gap, eV: 10.6
SMILES string: C#CC1(C)C[NH2+]C1
Charge: +1

Formally, the Mulliken partial charges of the atoms, in units of the elementary charge, are as follows: 0.304 0.311 0.459 0.300 -0.104 -1.518 0.400 1.539 0.433 0.377 0.369 -0.818 0.340 0.373 0.399 -1.267 -0.898



Record 4
C6H10N | ωB97M-V with the def2-TZVPD basis set

Element x y z (Å)
1 C -2.36654 0.14392 -0.23270
2 H 1.31937 -1.36534 0.82960
3 H 0.97345 2.31025 0.30969
4 C -1.66092 1.13201 -0.02541
5 N -2.38992 -1.11043 -0.14743
6 H 2.47183 1.56739 -0.36862
7 C 1.05933 -1.07383 -0.23633
8 C 0.72419 0.41109 -0.42114
9 C -0.52256 0.48569 0.38429
10 H -0.43153 0.22108 1.49436
11 C 1.59033 1.45476 0.24651
12 H -2.71408 -1.57426 -1.01596
13 H 2.03702 -1.16716 -0.79910
14 H -2.76466 -1.46485 0.75216
15 H 0.32568 -1.73744 -0.68063
16 H 0.47753 0.69619 -1.37020
17 H 1.87147 1.07094 1.28090

Calculated values
LUMO level (spin up / spin down), eV: -5.17 / -8.52
Orbital gap (spin up / spin down), eV: 6.7 / 6.5
<S²>: 2.016
Multiplicity: 3
Charge: +1

Formally, the Mulliken partial charges of the atoms, in units of the elementary charge, are as follows: 0.470 0.325 0.444 -0.652 -0.173 0.373 -1.245 0.554 -0.377 0.438 -1.272 0.331 0.366 0.325 0.372 0.410 0.313



F_max, respectively: 0.032 0.112 0.084 0.139 hartree/bohr.